1.
The following is a quantum chemistry calculation of 2 unconnected molecules or ions with the total composition C7H14N3S in a non-equilibrium geometry, from the Open Molecules 2025 dataset.

XYZ file:
```
25
Properties=species:S:1:pos:R:3:lowdin_charge:R:1
C -2.765 1.358 -1.121 -0.116
C -3.220 0.912 0.086 -0.360
C -1.416 0.999 -1.473 -0.421
C -1.067 0.075 -0.583 -0.338
C -0.632 1.581 -2.530 -0.053
C 2.361 0.265 2.177 0.041
C 1.340 -0.643 0.018 -0.103
N 0.571 -2.628 0.912 0.028
N 1.352 -2.024 -0.078 -0.061
N 1.186 -0.109 1.314 -0.007
S -2.142 -0.280 0.718 0.951
H -3.117 2.089 -1.726 0.088
H -4.125 1.124 0.385 0.018
H -1.358 1.865 -3.229 0.066
H -0.028 2.466 -2.254 0.102
H 0.061 0.830 -2.999 0.105
H 2.911 -0.619 2.459 0.098
H 3.125 0.771 1.597 0.103
H 1.983 0.773 3.089 0.126
H 1.820 -0.021 -0.635 0.109
H 0.866 -3.567 1.109 0.109
H -0.444 -2.564 0.825 0.079
H 1.408 -2.428 -1.068 0.196
H 0.641 0.648 1.175 0.090
H 0.690 -0.873 1.835 0.151
```

Output
Total charge: +1
LUMO energy (spin up / spin down) in eV: -3.714 / -3.979

---

2.
The following is a quantum chemistry calculation of a molecular structure, C33H40N6O7PSV, from the Open Molecules 2025 dataset.

XYZ file:
```
89
Properties=species:S:1:pos:R:3:lowdin_charge:R:1
V 0.297 0.262 0.433 0.987
C 1.995 -4.222 1.791 -0.084
C 1.960 -2.687 1.730 -0.485
C 1.349 -2.161 3.027 -0.097
P 1.087 -2.080 0.236 1.190
C 2.157 -2.165 -1.256 -0.476
C 1.294 -2.130 -2.521 -0.077
C 3.114 -3.358 -1.291 -0.077
C -0.440 -2.972 -0.028 -0.252
C -0.666 -4.326 -0.256 -0.009
C -1.960 -4.788 -0.480 -0.234
C -2.230 -6.244 -0.714 -0.025
C -3.017 -3.870 -0.467 0.012
C -2.818 -2.517 -0.245 0.028
C -1.515 -2.085 -0.035 -0.266
N -1.158 -0.737 0.136 -0.092
C -2.091 0.284 0.480 -0.254
C -2.662 1.082 -0.540 -0.177
C -2.317 0.886 -1.980 0.005
C -3.605 2.022 -0.157 0.015
C -4.004 2.169 1.169 -0.213
C -5.039 3.184 1.538 -0.013
C -3.460 1.330 2.148 0.021
C -2.520 0.373 1.829 -0.199
C -1.956 -0.542 2.872 -0.009
H 2.634 -4.514 2.624 0.100
H 2.388 -4.694 0.895 0.063
H 0.999 -4.618 1.989 0.084
H 2.976 -2.295 1.620 0.124
H 0.330 -2.531 3.152 0.083
H 1.362 -1.074 3.084 0.050
H 1.935 -2.540 3.864 0.101
H 2.762 -1.255 -1.186 0.105
H 0.787 -3.085 -2.663 0.091
H 1.943 -1.976 -3.385 0.099
H 0.543 -1.342 -2.514 0.064
H 2.573 -4.302 -1.371 0.084
H 3.780 -3.399 -0.431 0.081
H 3.734 -3.268 -2.184 0.100
H 0.158 -5.028 -0.270 0.118
H -1.319 -6.782 -0.969 0.086
H -2.947 -6.382 -1.523 0.094
H -2.652 -6.703 0.182 0.099
H -4.022 -4.231 -0.643 0.133
H -3.648 -1.823 -0.246 0.132
H -2.722 -0.065 -2.336 0.107
H -1.244 0.869 -2.157 0.045
H -2.749 1.677 -2.589 0.100
H -4.062 2.648 -0.915 0.131
H -5.001 4.049 0.878 0.089
H -4.925 3.515 2.569 0.091
H -6.035 2.745 1.445 0.108
H -3.791 1.428 3.175 0.135
H -2.312 -0.266 3.863 0.100
H -0.863 -0.518 2.894 0.044
H -2.237 -1.581 2.683 0.102
O 3.104 2.053 1.904 0.172
C 2.709 1.382 0.998 -0.508
O 1.983 0.250 1.193 -0.208
C 2.984 1.620 -0.450 -0.041
C 4.182 2.245 -0.786 0.111
C 4.486 2.442 -2.116 -0.084
C 3.634 2.061 -3.137 0.118
C 2.426 1.480 -2.800 -0.030
C 2.086 1.238 -1.458 -0.201
O 0.926 0.604 -1.181 -0.183
N 1.525 1.123 -3.911 -0.328
O 0.329 1.239 -3.723 0.094
O 2.053 0.830 -4.957 0.135
N 5.767 3.102 -2.470 -0.343
O 6.515 3.353 -1.551 0.118
O 5.971 3.290 -3.646 0.122
H 4.870 2.564 -0.015 0.149
H 3.899 2.224 -4.173 0.148
C -1.815 5.428 -0.717 -0.071
C -0.377 4.979 -0.463 -0.209
C -0.275 3.971 0.633 -0.535
N -0.016 2.725 0.452 0.043
N 0.027 1.999 1.611 -0.084
C -0.218 2.705 2.689 -0.636
N -0.226 2.203 3.934 0.163
S -0.518 4.365 2.313 1.206
H -1.834 6.188 -1.496 0.090
H -2.266 5.860 0.178 0.078
H -2.431 4.591 -1.043 0.064
H 0.251 5.837 -0.216 0.125
H 0.049 4.512 -1.352 0.122
H 0.263 1.334 4.085 0.119
H -0.232 2.835 4.718 0.123
```

Output
Total charge: +2
LUMO energy in eV: -7.372

---

3.
The following is a quantum chemistry calculation of a molecular structure, C28H26N2ORuSSi, from the Open Molecules 2025 dataset.

XYZ file:
```
60
Properties=species:S:1:pos:R:3:lowdin_charge:R:1
Ru 0.573 -0.599 1.497 1.270
S 1.614 -2.900 -2.246 1.200
C 3.155 -2.373 -1.639 -0.433
C 4.426 -2.640 -2.141 -0.054
C 5.506 -2.099 -1.474 -0.046
C 5.333 -1.305 -0.333 -0.052
C 4.075 -1.037 0.162 -0.024
C 2.978 -1.586 -0.500 -0.296
N 1.642 -1.425 -0.155 -0.045
C 0.836 -2.059 -0.976 -0.529
C -0.596 -1.981 -0.715 -0.238
C -1.569 -2.477 -1.578 -0.015
C -2.911 -2.287 -1.295 -0.040
C -3.282 -1.596 -0.151 -0.041
C -2.320 -1.102 0.727 -0.096
C -0.979 -1.304 0.456 -0.175
H 4.565 -3.250 -3.023 0.124
H 6.505 -2.291 -1.840 0.121
H 6.202 -0.893 0.162 0.118
H 3.942 -0.410 1.037 0.107
H -1.272 -3.006 -2.476 0.118
H -3.666 -2.673 -1.966 0.123
H -4.330 -1.439 0.069 0.122
H -2.638 -0.568 1.613 0.097
C 0.984 -2.382 3.220 -0.167
Si -0.343 -1.339 4.116 0.507
C 0.177 -0.741 5.782 -0.150
C -2.001 -2.149 4.053 -0.142
N -0.393 0.051 2.918 -0.128
C -0.949 1.288 2.842 -0.249
C -1.716 1.909 3.848 0.029
C -2.230 3.159 3.616 -0.024
C -1.989 3.803 2.392 0.015
C -1.234 3.222 1.380 0.046
C -0.720 1.969 1.622 -0.161
O 0.060 1.254 0.741 -0.128
C 0.365 1.773 -0.560 -0.256
C -0.473 1.437 -1.602 0.006
C -0.141 1.915 -2.863 -0.033
C 0.995 2.694 -3.041 -0.042
C 1.813 3.009 -1.964 -0.037
C 1.500 2.542 -0.693 0.002
H 1.537 -2.873 4.027 0.074
H 1.830 -1.904 2.681 0.025
H 0.575 -3.182 2.600 0.055
H 0.510 -1.586 6.389 0.056
H -0.664 -0.285 6.308 0.045
H 0.995 -0.021 5.743 0.051
H -2.067 -2.895 4.849 0.059
H -2.175 -2.650 3.101 0.037
H -2.805 -1.429 4.221 0.050
H -1.889 1.393 4.784 0.123
H -2.822 3.655 4.372 0.128
H -2.403 4.789 2.227 0.133
H -1.056 3.733 0.444 0.140
H -1.352 0.829 -1.433 0.125
H -0.776 1.679 -3.706 0.122
H 1.243 3.062 -4.027 0.121
H 2.693 3.619 -2.108 0.122
H 2.119 2.775 0.164 0.133
```

Output
Total charge: +2
LUMO energy (spin up / spin down) in eV: -8.657 / -8.664

---

4.
The following is a quantum chemistry calculation of a single C4H10N2O molecule in a non-equilibrium geometry, from the Open Molecules 2025 dataset.

XYZ file:
```
17
Properties=species:S:1:pos:R:3:lowdin_charge:R:1
N 1.740 1.905 -1.026 -0.042
C 0.542 1.886 -0.210 -0.269
C -0.383 0.587 -0.070 -0.197
N 0.467 -0.570 0.186 -0.090
C -0.298 -1.642 0.679 -0.253
C -1.717 -2.225 0.233 -0.191
O -2.063 -2.282 -0.955 -0.001
H 2.249 2.735 -0.718 0.067
H 2.385 1.141 -1.127 0.052
H -0.097 2.732 -0.649 0.122
H 0.881 2.070 0.840 0.103
H -1.008 0.357 -0.958 0.121
H -0.892 0.708 0.880 0.109
H 0.690 -0.913 -0.713 0.092
H 0.449 -2.600 0.850 0.172
H -0.454 -1.439 1.713 0.077
H -2.491 -2.449 1.046 0.127
```

Output
Total charge: 0
LUMO energy in eV: 0.734
Structure (SMILES): NCCNCC=O